(1)
The following is a DFT calculation (ωB97M-V with the def2-TZVPD basis set) of a structure of composition C33H38F6N5PbSSb2.

Geometry as XYZ:
```
86
Properties=species:S:1:pos:R:3:lowdin_charge:R:1
Pb 0.805 -0.923 0.447 1.27
C -1.556 -4.843 1.608 0.02
C -0.860 -3.531 1.480 -0.24
N -0.103 -3.199 0.514 -0.02
C 0.298 -4.112 -0.543 -0.16
C 1.243 -3.415 -1.531 -0.19
N 2.211 -2.607 -0.800 -0.16
C 3.316 -1.992 -1.537 -0.15
C 3.399 -0.472 -1.288 -0.19
N 3.160 -0.156 0.112 -0.16
C 3.060 1.259 0.442 -0.19
C 2.660 1.431 1.910 -0.17
N 1.566 0.527 2.236 -0.01
C 1.142 0.335 3.421 -0.26
C 1.633 1.022 4.647 0.02
C 0.096 -0.722 3.598 -0.20
C -0.520 -0.970 4.821 0.04
C -1.379 -2.051 4.922 0.02
C -1.562 -2.886 3.830 0.04
C -0.910 -2.581 2.641 -0.18
N -0.147 -1.494 2.546 0.02
H -1.661 -5.330 0.642 0.09
H -2.546 -4.719 2.041 0.10
H -0.984 -5.502 2.263 0.12
H -0.561 -4.518 -1.083 0.13
H 0.822 -4.951 -0.071 0.15
H 0.682 -2.757 -2.204 0.12
H 1.729 -4.179 -2.150 0.14
H 2.575 -3.107 0.003 0.09
H 3.199 -2.168 -2.608 0.13
H 4.250 -2.464 -1.223 0.13
H 2.634 0.052 -1.873 0.10
H 4.374 -0.109 -1.631 0.14
H 3.810 -0.624 0.739 0.10
H 2.303 1.704 -0.213 0.09
H 4.001 1.792 0.260 0.14
H 2.352 2.466 2.077 0.14
H 3.517 1.213 2.555 0.11
H 0.848 1.657 5.056 0.11
H 2.502 1.637 4.446 0.09
H 1.898 0.281 5.398 0.10
H -0.319 -0.348 5.677 0.13
H -1.871 -2.267 5.858 0.13
H -2.174 -3.767 3.918 0.12
S -1.573 0.446 0.169 0.08
Sb -2.015 1.792 -1.705 1.39
C -0.427 3.114 -2.060 -0.35
C -0.688 4.477 -2.089 -0.10
C 0.346 5.366 -2.345 -0.05
C 1.628 4.896 -2.570 -0.05
C 1.888 3.534 -2.542 -0.07
C 0.862 2.641 -2.286 -0.15
C -2.303 0.554 -3.377 -0.35
C -1.167 0.014 -3.974 -0.13
C -1.296 -0.827 -5.067 -0.06
C -2.554 -1.132 -5.561 -0.05
C -3.683 -0.601 -4.963 -0.05
C -3.564 0.242 -3.868 -0.10
C -3.622 2.945 -1.016 -0.37
C -3.371 3.670 0.147 -0.14
C -4.376 4.449 0.696 -0.05
C -5.622 4.498 0.094 -0.04
C -5.869 3.772 -1.060 -0.05
C -4.870 2.992 -1.621 -0.10
H -1.687 4.855 -1.926 0.10
H 0.145 6.425 -2.374 0.12
H 2.427 5.590 -2.773 0.12
H 2.888 3.170 -2.730 0.11
H 1.075 1.579 -2.266 0.06
H -0.176 0.253 -3.608 0.08
H -0.415 -1.235 -5.541 0.11
H -2.653 -1.782 -6.416 0.12
H -4.662 -0.841 -5.346 0.12
H -4.457 0.631 -3.411 0.09
H -2.400 3.631 0.629 0.10
H -4.185 5.020 1.593 0.12
H -6.402 5.107 0.522 0.12
H -6.838 3.818 -1.531 0.12
H -5.077 2.457 -2.534 0.09
F 2.163 -2.475 1.992 -0.40
Sb 3.755 -2.640 3.125 1.43
F 4.013 -0.752 2.878 -0.34
F 2.568 -2.196 4.533 -0.32
F 5.275 -2.763 4.184 -0.31
F 3.373 -4.470 3.211 -0.33
F 4.613 -2.838 1.432 -0.34
```

Results
<S²>: 0.7597
Largest force on an atom in eV/Å: 0.494
Molecular weight in g/mol: 1101.5
Orbital gap (spin up / spin down) in eV: 7.5 / 6.6
Spin multiplicity: 2
Energy above the lowest of the compared OMol25 structures with the same formula, charge and spin in kJ/mol: 0.0
Net charge: +2

(2)
The following is a DFT calculation (ωB97M-V with the def2-TZVPD basis set) of a structure of composition C33H38N8OPS2Ti.

Geometry as XYZ:
```
84
Properties=species:S:1:pos:R:3:lowdin_charge:R:1
Ti 0.304 0.142 1.115 0.58
N 0.896 -4.230 0.484 0.15
C 1.002 -2.939 0.781 -0.74
S -0.508 -2.004 0.808 0.77
N 2.164 -2.407 1.037 0.05
N 2.046 -1.087 1.327 -0.17
C 3.115 -0.446 1.646 -0.03
C 2.991 0.959 2.009 -0.26
C 4.087 1.743 2.335 0.05
C 3.867 3.057 2.730 0.02
C 2.568 3.538 2.795 0.02
C 1.521 2.703 2.435 -0.11
N 1.726 1.445 2.030 -0.07
H 0.003 -4.664 0.317 0.11
H 1.724 -4.809 0.486 0.14
H 4.072 -0.961 1.669 0.16
H 5.084 1.328 2.291 0.14
H 4.700 3.695 2.993 0.14
H 2.357 4.548 3.116 0.14
H 0.492 3.046 2.457 0.12
C -0.759 1.192 -4.345 -0.08
C -1.374 -0.148 -3.978 -0.21
C -0.931 -0.640 -2.608 -0.20
N 0.484 -1.036 -2.626 0.07
C 1.496 -0.379 -2.105 -0.67
S 1.309 0.945 -0.964 0.78
N 2.752 -0.665 -2.443 0.12
C 3.194 -1.939 -3.064 -0.35
O 3.824 -2.667 -2.358 0.17
C 2.805 -2.155 -4.459 -0.18
C 2.369 -1.100 -5.268 -0.03
C 2.050 -1.343 -6.592 -0.04
C 2.164 -2.632 -7.102 -0.03
C 2.603 -3.680 -6.301 -0.03
C 2.931 -3.447 -4.978 0.01
H -1.037 1.491 -5.353 0.09
H 0.332 1.168 -4.310 0.06
H -1.093 1.977 -3.664 0.08
H -1.137 -0.906 -4.731 0.12
H -2.464 -0.077 -3.965 0.12
H -1.507 -1.506 -2.276 0.12
H -1.036 0.149 -1.860 0.07
H 0.725 -1.715 -3.345 0.15
H 3.467 -0.231 -1.872 0.14
H 2.323 -0.092 -4.878 0.11
H 1.734 -0.533 -7.234 0.12
H 1.920 -2.820 -8.139 0.12
H 2.699 -4.673 -6.715 0.12
H 3.290 -4.246 -4.344 0.13
C 0.157 0.995 4.826 -0.21
P -0.291 -0.287 3.623 0.88
C 0.529 -1.769 4.257 -0.22
C -2.070 -0.510 3.788 -0.40
C -2.626 -1.783 3.910 -0.09
C -3.999 -1.930 4.053 -0.04
C -4.817 -0.810 4.080 -0.04
C -4.268 0.462 3.959 -0.06
C -2.899 0.613 3.805 -0.11
H -0.294 1.956 4.585 0.05
H 1.239 1.109 4.871 0.06
H -0.206 0.685 5.809 0.08
H 0.179 -1.966 5.273 0.08
H 1.606 -1.596 4.287 0.06
H 0.330 -2.639 3.633 0.04
H -1.998 -2.664 3.909 0.10
H -4.425 -2.917 4.165 0.12
H -5.884 -0.923 4.216 0.12
H -4.905 1.333 4.007 0.12
H -2.489 1.615 3.726 0.11
N -3.773 1.034 0.458 0.19
C -2.758 0.214 0.692 -0.16
N -1.579 0.836 0.628 -0.07
C -1.881 2.182 0.324 -0.22
C -1.062 3.281 0.072 -0.04
C -1.688 4.479 -0.217 -0.04
C -3.084 4.596 -0.271 -0.03
C -3.906 3.506 -0.061 0.03
C -3.267 2.309 0.230 -0.17
H -4.745 0.758 0.458 0.19
H -2.900 -0.832 0.922 0.12
H 0.019 3.222 0.050 0.07
H -1.083 5.350 -0.427 0.12
H -3.525 5.556 -0.498 0.13
H -4.982 3.586 -0.129 0.13
```

Results
Largest force on an atom in eV/Å: 0.504
Molecular weight in g/mol: 705.7
Orbital gap in eV: 6.3
Energy above the lowest of the compared OMol25 structures with the same formula, charge and spin in kJ/mol: 0.0
Net charge: +3

(3)
The following is a DFT calculation (ωB97M-V with the def2-TZVPD basis set) of a structure of composition C33H39BCl5N6S3V in a non-equilibrium geometry.

Geometry as XYZ:
```
88
Properties=species:S:1:pos:R:3:lowdin_charge:R:1
V 2.211 2.667 -0.067 0.18
C 2.577 0.309 -4.510 -0.03
C 1.789 -0.207 -3.341 -0.22
C 1.388 -1.509 -3.223 0.11
C 0.656 -1.937 -2.097 -0.16
N 0.430 -1.116 -1.095 0.21
N 0.858 0.137 -1.191 0.00
B 0.677 1.100 0.043 -0.57
N 0.654 0.329 1.408 0.02
N -0.292 -0.619 1.576 0.20
C -0.304 -1.280 2.704 -0.18
C 0.686 -1.052 3.692 0.09
C 1.597 -0.054 3.553 -0.22
C 2.627 0.275 4.594 -0.03
C 1.516 0.686 2.352 -0.52
S 2.502 2.086 2.112 0.87
C -1.416 -2.286 2.970 -0.54
C -0.798 -3.681 3.147 -0.02
C -2.428 -2.307 1.831 -0.04
C -2.133 -1.869 4.267 -0.03
N -0.625 1.965 -0.129 0.02
N -1.667 1.176 -0.439 0.21
C -2.842 1.727 -0.598 -0.17
C -3.005 3.123 -0.425 0.10
C -1.945 3.931 -0.145 -0.22
C -2.079 5.420 -0.005 -0.04
C -0.688 3.296 -0.013 -0.49
S 0.738 4.297 0.240 0.77
C -4.026 0.837 -0.950 -0.53
C -4.788 1.448 -2.138 -0.03
C -3.561 -0.573 -1.321 -0.05
C -4.942 0.779 0.287 -0.02
C 1.468 0.631 -2.261 -0.54
S 1.851 2.338 -2.266 0.88
C 0.078 -3.341 -1.951 -0.53
C -1.449 -3.213 -1.823 -0.03
C 0.660 -3.973 -0.677 -0.03
C 0.401 -4.216 -3.162 -0.05
H 2.675 -0.456 -5.278 0.10
H 3.577 0.608 -4.185 0.10
H 2.106 1.189 -4.954 0.09
H 1.640 -2.216 -4.003 0.13
H 0.703 -1.668 4.584 0.14
H 2.566 -0.418 5.429 0.09
H 2.483 1.289 4.976 0.10
H 3.634 0.232 4.172 0.09
H -0.250 -3.994 2.255 0.08
H -1.593 -4.406 3.327 0.10
H -0.117 -3.724 4.001 0.09
H -1.951 -2.543 0.879 0.05
H -2.926 -1.339 1.731 0.07
H -3.186 -3.064 2.037 0.11
H -1.485 -1.942 5.144 0.09
H -2.984 -2.533 4.435 0.10
H -2.512 -0.845 4.201 0.10
H -3.987 3.562 -0.547 0.14
H -3.118 5.721 -0.109 0.10
H -1.492 5.935 -0.769 0.10
H -1.714 5.759 0.966 0.09
H -4.128 1.611 -2.995 0.10
H -5.275 2.394 -1.888 0.08
H -5.573 0.756 -2.448 0.10
H -3.018 -0.569 -2.272 0.09
H -4.434 -1.221 -1.428 0.11
H -2.904 -0.994 -0.559 0.04
H -5.294 1.772 0.582 0.09
H -4.425 0.330 1.140 0.08
H -5.819 0.170 0.061 0.10
H -1.720 -2.573 -0.983 0.03
H -1.887 -4.202 -1.671 0.10
H -1.884 -2.787 -2.732 0.09
H 0.503 -3.315 0.182 0.06
H 1.732 -4.160 -0.782 0.10
H 0.168 -4.927 -0.480 0.10
H 0.027 -3.783 -4.094 0.09
H -0.086 -5.182 -3.036 0.10
H 1.474 -4.404 -3.264 0.10
Cl 3.812 5.341 -0.143 0.74
C 4.827 3.929 -0.202 -0.66
C 4.179 2.712 -0.222 -0.41
C 4.935 1.555 -0.256 -0.66
Cl 4.036 0.065 -0.243 0.79
C 6.314 1.585 -0.271 -0.69
Cl 7.206 0.130 -0.308 0.75
C 6.954 2.833 -0.252 -0.67
Cl 8.654 2.907 -0.269 0.77
C 6.210 4.016 -0.216 -0.69
Cl 6.968 5.543 -0.191 0.77
```

Results
Largest force on an atom in eV/Å: 1.085
Molecular weight in g/mol: 854.9
Orbital gap in eV: 6.6
Energy above the lowest of the compared OMol25 structures with the same formula, charge and spin in kJ/mol: 61.2
Net charge: +2

Q: Which of these has the highest net charge?
A: C33H38N8OPS2Ti